Record 1
Here is a 3-piece molecular cluster, C28H54B2O14P2 overall from the OMol25 dataset. Energies are from ωB97M-V/def2-TZVPD.

Positions of all 100 atoms, in Å:
C  0.265  -1.363  0.836
C  1.386  -0.277  0.838
C  2.709  -1.033  1.202
C  1.494  0.319  -0.604
C  1.911  1.815  -0.723
C  0.870  2.676  0.052
B  0.631  4.154  -0.502
O  0.754  4.581  -1.805
O  0.212  5.132  0.424
O  1.946  1.976  -2.124
B  3.360  1.880  -2.651
C  3.375  0.582  -3.691
O  2.561  0.487  -4.658
O  4.238  -0.362  -3.494
O  4.106  1.561  -1.398
C  3.401  2.209  -0.400
C  3.953  2.023  1.028
C  4.734  3.286  1.528
C  3.742  4.157  2.305
C  3.416  5.452  1.900
C  2.478  6.190  2.617
C  1.835  5.692  3.745
C  2.188  4.412  4.180
C  3.121  3.673  3.466
H  0.494  -2.070  0.016
H  -0.733  -0.942  0.641
H  0.264  -1.967  1.759
H  1.114  0.448  1.622
H  3.335  -1.231  0.318
H  2.445  -2.030  1.600
H  3.330  -0.474  1.913
H  2.208  -0.295  -1.175
H  0.517  0.179  -1.101
H  1.266  2.793  1.085
H  -0.073  2.108  0.178
H  0.077  4.216  -2.380
H  -0.279  4.663  1.109
H  3.709  2.900  -3.228
H  3.404  3.312  -0.625
H  4.671  1.186  1.019
H  3.129  1.747  1.700
H  5.616  3.026  2.128
H  5.021  3.873  0.642
H  3.875  5.905  1.019
H  2.207  7.200  2.300
H  1.103  6.298  4.277
H  1.714  3.976  5.063
H  3.394  2.670  3.807
O  -0.824  -5.671  -4.710
P  0.142  -5.368  -3.609
O  0.954  -6.801  -3.447
C  1.497  -7.452  -4.585
C  2.944  -7.049  -4.805
O  -0.862  -5.477  -2.311
C  -2.260  -5.273  -2.447
C  -2.981  -6.606  -2.468
O  1.185  -4.559  -2.640
C  2.235  -3.774  -3.252
C  1.777  -3.049  -4.490
H  0.905  -7.251  -5.481
H  1.441  -8.527  -4.392
H  3.009  -6.011  -5.138
H  3.409  -7.676  -5.570
H  3.517  -7.137  -3.882
H  -2.491  -4.683  -3.335
H  -2.587  -4.693  -1.580
H  -2.619  -7.236  -3.282
H  -4.059  -6.466  -2.586
H  -2.799  -7.150  -1.539
H  3.092  -4.418  -3.464
H  2.562  -3.045  -2.510
H  1.547  -3.761  -5.303
H  2.558  -2.367  -4.844
H  0.873  -2.472  -4.291
O  -3.524  0.327  3.062
P  -4.480  1.470  2.992
O  -4.580  1.770  1.382
C  -4.815  0.713  0.457
C  -6.298  0.556  0.173
O  -3.510  2.700  3.442
C  -2.339  2.467  4.229
C  -1.112  2.491  3.344
O  -5.768  2.468  3.347
C  -7.066  1.905  3.544
C  -7.045  0.595  4.306
H  -4.393  -0.229  0.813
H  -4.291  0.976  -0.463
H  -6.819  0.156  1.048
H  -6.462  -0.131  -0.658
H  -6.750  1.519  -0.070
H  -2.412  1.531  4.783
H  -2.279  3.273  4.965
H  -1.181  1.745  2.551
H  -0.207  2.301  3.923
H  -1.017  3.462  2.856
H  -7.562  1.787  2.576
H  -7.643  2.640  4.109
H  -6.571  -0.197  3.715
H  -8.059  0.271  4.544
H  -6.479  0.696  5.234

As for the charge: -2. Its molecular weight is 698.3 g mol⁻¹. For the orbital gap, the calculation gives 2.34 eV.

---

Record 2
Here is a 2-piece molecular cluster, CH6N overall from the OMol25 dataset. Energies are from ωB97M-V/def2-TZVPD.

Positions of all 8 atoms, in Å:
C  1.274  0.047  -0.063
N  -1.078  -0.037  0.059
H  1.446  -0.379  -1.089
H  1.085  1.158  -0.008
H  1.254  -0.620  0.679
H  -1.403  -0.952  -0.136
H  -1.443  0.593  -0.624
H  -1.433  0.303  0.927

The energy above the lowest of the compared OMol25 structures with the same formula, charge and spin comes out at 261.3 kJ/mol. As for the charge: +1. Its molecular weight is 32.1 g mol⁻¹. For the orbital gap, the calculation gives 10.69 eV.

---

Number 1: highest occupied orbital energy 0.43 eV, LUMO energy 2.77 eV. Number 2: highest occupied orbital energy -17.75 eV, LUMO energy -7.06 eV.